ORCA calculation (wB97M-V/def2-TZVPD) on the ion C7H7ClF3N2O with charge +1 at a distorted geometry.

```
21
Properties=species:S:1:pos:R:3:lowdin_charge:R:1
N -2.33384 -0.70007 -1.10057 0.258
C -1.28568 -1.41314 -1.29088 -0.187
N -0.00227 -1.08610 -1.27272 0.145
C 0.64058 0.24241 -1.01973 -0.282
O -0.17091 1.10952 -0.33604 -0.024
C 0.09864 1.26725 1.02728 -0.058
C 1.20522 0.90586 1.67682 -0.041
C 2.22467 0.13358 0.99797 -0.059
C 2.03492 -0.16424 -0.32671 -0.610
Cl 3.03106 -1.18506 -1.22968 0.784
C -1.54991 -2.92577 -1.65596 -0.502
F -2.64473 -3.33348 -0.90390 0.122
F -0.51985 -3.73006 -1.38414 0.191
F -1.94987 -3.05192 -2.90760 0.205
H -3.22922 -1.18044 -1.14142 0.150
H -2.60321 0.28939 -0.86102 0.192
H 0.73696 -1.80098 -1.60486 0.150
H 0.69009 0.69343 -2.13561 0.211
H -0.68522 1.90674 1.30239 0.119
H 1.38708 1.25854 2.63975 0.103
H 3.21349 0.00848 1.45481 0.131
```

Results
- ΔE to the lowest compared entry with this formula, charge and spin (kcal/mol) = 0.0
- highest occupied orbital energy (eV) = -12.315
- structure (SMILES) = N/C(=[NH+]\[C@H]1OC=CC=C1Cl)C(F)(F)F
- charge = +1
- HOMO-LUMO gap (hartree) = 0.3115
- molecular weight (g/mol) = 227.59
- calculated total energy (eV) = -33066.738

ORCA calculation (wB97M-V/def2-TZVPD) on a structure of composition C7H7CuO6 at a distorted geometry.

```
21
Properties=species:S:1:pos:R:3:lowdin_charge:R:1
O -2.09794 -3.47587 0.11238 0.008
C -2.36108 -3.15562 -0.95579 0.017
Cu 0.66397 0.59767 0.37732 0.256
O 2.49206 -1.79585 0.41052 0.217
C 1.86907 -0.83062 0.34875 0.013
C 1.65666 2.12760 -0.13210 0.041
O 2.21219 3.03204 -0.57101 0.207
C -0.91890 0.84303 -1.63880 -0.214
O -1.23667 1.28256 -2.72398 0.171
C 0.16186 -0.16987 -1.43826 -0.226
O 0.48441 -1.13100 -2.06402 0.200
H -1.34151 1.11138 -0.61002 0.126
C -0.61906 0.22987 4.27274 -0.061
C -0.50590 1.27426 3.19054 -0.244
O -0.80391 0.69739 1.88811 -0.133
H -1.65313 -0.09618 4.40483 0.089
H -0.29018 0.64235 5.22698 0.092
H -0.00531 -0.64653 4.05889 0.084
H -1.20731 2.09325 3.36768 0.132
H 0.50728 1.67375 3.12450 0.114
H -1.61629 1.11778 1.55943 0.111
```

Results
- ΔE to the lowest compared entry with this formula, charge and spin (kcal/mol) = 0.0
- highest occupied orbital energy (spin up / spin down) (eV) = -13.300 / -15.121
- ⟨S²⟩ = 0.76
- spin multiplicity = 2
- charge = +1
- HOMO-LUMO gap (spin up / spin down) (hartree) = 0.2881 / 0.3226
- molecular weight (g/mol) = 250.67
- calculated total energy (eV) = -64286.595

ORCA calculation (wB97M-V/def2-TZVPD) on a structure of composition C7H7F3N2O at a distorted geometry.

```
20
Properties=species:S:1:pos:R:3:lowdin_charge:R:1
C -1.00437 1.36879 -1.12984 0.024
C -1.11517 -0.35102 0.70996 -0.062
C 0.33740 1.13131 -1.09402 -0.230
C 2.18094 0.57514 0.74923 -0.516
C -1.89369 0.74217 -0.10252 -0.111
C 1.00590 0.17644 -0.21064 -0.183
C 1.73290 -1.18258 -1.50086 -0.193
N 0.11274 -0.53302 0.59619 0.037
N 2.23689 -0.25530 1.78752 0.142
O 3.00057 1.41344 0.47604 0.075
F 1.14409 1.69563 -2.01961 0.075
F 0.69695 -1.37641 -2.33282 0.063
F 1.99021 -2.29484 -0.76529 0.058
H -1.42969 2.09758 -1.73918 0.096
H -1.44892 -1.00837 1.44422 0.098
H -2.24685 1.32846 0.64137 0.070
H -2.76641 0.29575 -0.57415 0.115
H 2.59133 -0.74778 -2.08686 0.164
H 1.33031 -0.73964 2.17640 0.158
H 2.99483 -0.10814 2.45390 0.118
```

Results
- ΔE to the lowest compared entry with this formula, charge and spin (kcal/mol) = 29.5
- highest occupied orbital energy (eV) = -8.975
- charge = 0
- HOMO-LUMO gap (hartree) = 0.3562
- molecular weight (g/mol) = 192.14
- calculated total energy (eV) = -20550.106